Entry 1:
A 2-piece molecular cluster, H4OP2S overall in a non-equilibrium geometry, computed with ωB97M-V/def2-TZVPD.

Each line ends with the Löwdin charge.
Geometry (Å):
O (-0.317, -0.691, 0.218)  -0.57
P (0.680, -0.684, -2.876)  0.61
P (-0.589, 0.167, 1.407)  0.18
S (-1.725, -0.632, 2.876)  0.39
H (1.909, -0.298, -2.836)  -0.34
H (0.711, 0.004, -1.630)  -0.24
H (0.580, 0.790, 1.890)  -0.02
H (-1.249, 1.343, 0.953)  -0.01

Calculated values
Spin multiplicity: 1
Net charge: 0
Orbital gap (alpha / beta), eV: 9.560 / 4.500
Highest occupied orbital energy (alpha / beta), eV: -10.17 / -8.31
Energy relative to the best compared isomer or geometry (same formula, charge and spin), kcal per mole: 83.8
LUMO energy (alpha / beta), eV: -0.61 / -3.81

Entry 2:
A 2-piece molecular cluster, H4OS overall, computed with ωB97M-V/def2-TZVPD.

Each line ends with the Löwdin charge.
Geometry (Å):
S (-0.799, 0.896, -1.748)  0.08
H (0.037, -0.140, -1.513)  -0.28
H (-0.947, 1.129, -0.448)  -0.27
H (0.363, -1.239, 0.780)  -0.08
H (1.126, -0.215, 1.603)  -0.07
O (0.220, -0.432, 1.326)  -0.37

Calculated values
Spin multiplicity: 2
Net charge: -1
<S²>: 0.750
Orbital gap (alpha / beta), eV: 2.941 / 9.828
Highest occupied orbital energy (alpha / beta), eV: 0.96 / -5.72
Energy relative to the best compared isomer or geometry (same formula, charge and spin), kcal per mole: 7.6
LUMO energy (alpha / beta), eV: 3.91 / 4.11

Entry 3:
A 2-piece molecular cluster, H4OS overall in a non-equilibrium geometry, computed with ωB97M-V/def2-TZVPD.

Each line ends with the Löwdin charge.
Geometry (Å):
O (-0.890, -1.488, -0.675)  -0.14
H (-0.859, -0.568, -0.327)  -0.09
H (-0.649, -2.052, 0.094)  0.05
S (0.674, 0.794, 0.506)  0.55
H (1.009, 1.946, 1.115)  -0.20
H (0.716, 1.366, -0.712)  -0.17

Calculated values
Spin multiplicity: 1
Net charge: 0
Orbital gap, eV: 10.994
Highest occupied orbital energy, eV: -10.25
Energy relative to the best compared isomer or geometry (same formula, charge and spin), kcal per mole: 3.6
LUMO energy, eV: 0.74

Entry 4:
H4OSSi in the gas phase in a non-equilibrium geometry, computed with ωB97M-V/def2-TZVPD.

Each line ends with the Löwdin charge.
Geometry (Å):
O (1.252, 0.623, 0.398)  -0.28
Si (0.341, -0.669, 0.056)  0.19
S (-1.589, 0.118, 0.472)  0.38
H (1.001, 1.499, 0.143)  0.03
H (0.051, -0.722, -1.352)  -0.08
H (0.773, -1.822, 0.802)  -0.04
H (-1.828, 0.973, -0.520)  -0.21

Calculated values
Spin multiplicity: 1
Net charge: 0
Orbital gap, eV: 10.091
Highest occupied orbital energy, eV: -9.46
Energy relative to the best compared isomer or geometry (same formula, charge and spin), kcal per mole: 7.7
LUMO energy, eV: 0.63

Entry 5:
H4OSSi in the gas phase in a non-equilibrium geometry, computed with ωB97M-V/def2-TZVPD.

Each line ends with the Löwdin charge.
Geometry (Å):
O (-1.062, -0.958, -0.531)  -0.22
Si (-0.130, 0.265, -0.167)  0.16
S (0.689, 0.460, 1.855)  0.37
H (-1.869, -1.145, -1.005)  0.06
H (1.181, 0.043, -0.773)  -0.07
H (-0.479, 1.569, -0.668)  -0.07
H (1.670, -0.234, 1.289)  -0.24

Calculated values
Spin multiplicity: 1
Net charge: 0
Orbital gap, eV: 10.138
Highest occupied orbital energy, eV: -9.69
Energy relative to the best compared isomer or geometry (same formula, charge and spin), kcal per mole: 5.3
LUMO energy, eV: 0.45

Entry 6:
A 2-piece molecular cluster, H4S2 overall, computed with ωB97M-V/def2-TZVPD.

Each line ends with the Löwdin charge.
Geometry (Å):
S (-0.086, -1.497, 2.021)  0.48
H (-0.573, -0.368, 2.569)  -0.22
H (0.172, -0.880, 0.852)  -0.26
S (0.543, 1.040, -2.290)  0.48
H (0.476, 0.046, -1.384)  -0.26
H (-0.532, 1.659, -1.768)  -0.22

Calculated values
Spin multiplicity: 1
Net charge: 0
Orbital gap, eV: 10.539
Highest occupied orbital energy, eV: -9.93
Energy relative to the best compared isomer or geometry (same formula, charge and spin), kcal per mole: 1.5
LUMO energy, eV: 0.61